No. 1
DFT (wB97M-V/def2-TZVPD) results for a single C12H14N6O5 molecule at a distorted geometry.

```
37
Properties=species:S:1:pos:R:3:forces:R:3:nbo_charge:R:1
O -1.6617 -2.7713 1.1531 0.139 -0.187 0.173 -0.58
C -1.2551 -1.8686 0.4571 -0.230 -0.023 -0.088 0.61
N -2.0124 -0.9440 -0.1554 0.038 0.287 -0.126 -0.59
H -1.5659 -0.1811 -0.6455 0.109 -0.109 0.021 0.43
C -3.4340 -0.8390 0.0592 -0.158 0.337 0.255 -0.25
H -3.7335 -1.6630 0.7097 -0.045 0.064 -0.099 0.24
H -3.9494 -0.9217 -0.9032 -0.075 -0.027 0.097 0.20
C -3.7774 0.5130 0.7059 -0.066 -0.589 0.201 0.09
H -3.2050 0.6104 1.6363 -0.068 -0.043 -0.095 0.19
C -5.2913 0.6748 0.9406 0.185 0.105 -0.074 -0.43
H -5.5476 0.5943 1.9937 -0.032 -0.071 0.021 0.23
H -5.8359 -0.0936 0.3909 -0.054 -0.053 0.007 0.20
C -5.5923 2.0596 0.3645 0.231 -0.025 -0.106 -0.43
H -6.5964 2.1415 -0.0433 -0.064 0.043 0.007 0.22
C -4.5108 2.1836 -0.7062 -0.346 0.166 -0.122 -0.07
H -4.2494 3.2125 -0.9541 -0.044 -0.056 -0.045 0.20
O -3.3649 1.5751 -0.1438 0.272 -0.024 0.010 -0.54
H -4.8121 1.6581 -1.6243 0.007 0.077 0.042 0.16
H -5.4501 2.8279 1.1242 -0.028 0.041 -0.010 0.21
C 0.1951 -1.6791 0.1463 0.785 0.594 -0.529 0.43
N 0.7052 -0.7418 -0.6067 -0.666 -0.115 0.128 -0.48
C 2.0364 -1.0091 -0.5642 -0.294 -0.545 0.556 0.29
N 2.3150 -2.0530 0.1702 1.160 0.375 -0.405 -0.14
O 1.1269 -2.4893 0.6358 -1.053 -0.240 0.293 -0.22
C 3.0409 -0.1948 -1.3025 -0.276 0.113 -0.314 -0.25
N 4.3546 -0.2931 -0.7314 0.423 -0.332 0.092 -0.13
N 4.9492 0.7875 -0.2814 0.480 1.121 0.409 -0.20
C 6.1242 0.3827 0.1854 -1.416 -1.323 -0.850 0.15
C 6.2796 -1.0087 0.0294 -0.039 0.288 -0.007 -0.29
C 5.1091 -1.4043 -0.5681 0.462 -0.063 0.114 -0.03
H 4.7597 -2.3700 -0.8665 -0.077 -0.211 -0.050 0.24
H 7.1247 -1.5964 0.3178 0.126 -0.173 0.035 0.25
N 7.0576 1.2899 0.7502 0.403 0.682 0.290 0.52
O 6.7596 2.4606 0.8094 -0.087 0.208 -0.002 -0.35
O 8.1074 0.8144 1.1381 0.170 -0.203 0.047 -0.38
H 3.0569 -0.5204 -2.3506 0.029 0.121 0.143 0.23
H 2.7432 0.8566 -1.2702 0.097 -0.210 -0.019 0.27
```
Forces are in eV/Å.

The value obtained for the largest force on an atom is 2.12 eV/Å. As for the HOMO-LUMO gap: 9.86 eV. The HOMO energy comes out at -9.989 eV. The SMILES is O=C(NC[C@@H]1CCCO1)c1nc(Cn2ccc([N+](=O)[O-])n2)no1.

No. 2
DFT (wB97M-V/def2-TZVPD) results for a molecular structure, C12H15AlBrN2O5 at a distorted geometry.

```
36
Properties=species:S:1:pos:R:3:forces:R:3:nbo_charge:R:1
Al -0.0276 0.4077 -0.4583 -0.040 -0.467 -0.908 2.01
O 0.5190 -1.0024 0.7966 0.098 0.095 -0.078 -0.78
C 1.1206 -2.1706 0.1291 -0.114 0.298 0.299 -0.08
C 0.2193 -2.5358 -1.0220 -0.031 -0.083 -0.204 -0.26
N -0.0257 -1.3533 -1.8703 0.056 0.300 0.275 -0.52
C 1.0840 -1.0789 -2.7958 -0.223 -0.127 -0.031 -0.34
C 2.0950 -0.1300 -2.1538 -0.201 0.134 0.162 0.78
O 3.2344 -0.0879 -2.5071 0.128 0.033 -0.016 -0.54
O 1.5572 0.6500 -1.2145 -0.081 -0.067 0.126 -0.93
C -1.3945 -1.3457 -2.4076 0.250 -0.089 -0.082 -0.33
C -2.3451 -0.8100 -1.3382 -0.030 0.223 0.007 0.77
O -3.4948 -1.1331 -1.2951 -0.039 -0.024 0.060 -0.54
O -1.7756 0.0785 -0.5218 0.207 -0.071 0.107 -0.94
H -0.1811 -1.2879 1.4004 -0.015 -0.019 0.004 0.53
H 1.2164 -2.9622 0.8662 -0.030 -0.085 -0.014 0.23
H 2.1169 -1.8494 -0.1610 0.008 0.038 -0.091 0.23
H -0.7397 -2.8856 -0.6349 -0.007 0.016 0.027 0.23
H 0.6559 -3.3559 -1.5991 0.000 -0.006 -0.015 0.23
H 0.6912 -0.5864 -3.6858 0.033 0.049 -0.016 0.24
H 1.5909 -1.9851 -3.1275 0.022 -0.023 0.016 0.23
H -1.7311 -2.3266 -2.7415 -0.010 -0.030 -0.004 0.24
H -1.4339 -0.6699 -3.2642 -0.047 0.014 0.030 0.24
C -1.1983 5.2667 -2.9303 0.060 -0.016 0.145 -0.64
C -0.9667 4.4907 -1.6581 -0.037 0.106 -0.256 -0.01
C -1.0958 5.0588 -0.3978 -0.083 0.274 0.135 -0.10
C -0.8800 4.3211 0.7584 -0.021 0.112 -0.108 -0.25
C -0.5436 3.0077 0.5743 0.128 -0.378 0.026 0.18
Br -0.1558 1.8032 1.9811 -0.034 0.173 0.190 0.20
N -0.4117 2.4183 -0.6088 -0.015 0.026 0.102 -0.60
C -0.6148 3.1542 -1.7097 0.090 -0.281 0.051 0.09
H -1.2196 6.3377 -2.7381 -0.010 -0.025 0.025 0.24
H -2.1482 4.9879 -3.3883 -0.002 -0.015 0.033 0.24
H -0.4078 5.0721 -3.6548 -0.008 -0.024 0.014 0.24
H -1.3652 6.1049 -0.3096 0.010 -0.023 -0.010 0.24
H -0.9620 4.7529 1.7445 -0.012 -0.005 -0.013 0.26
H -0.4789 2.6493 -2.6582 0.003 -0.033 0.015 0.22
```
Forces are in eV/Å.

As for the charge: +1. The value obtained for the largest force on an atom is 1.02 eV/Å. As for the HOMO-LUMO gap: 9.69 eV. The HOMO energy comes out at -13.122 eV.

No. 3
DFT (wB97M-V/def2-TZVPD) results for a molecular structure, C12H15BCl2N6O2V at a distorted geometry.

```
39
Properties=species:S:1:pos:R:3:forces:R:3:nbo_charge:R:1
H 0.8999 3.2069 0.2777 0.110 -0.069 -0.184 0.24
N 0.6316 1.7179 -1.2084 0.795 2.800 -1.724 -0.34
B 0.2881 0.4226 -3.3413 -0.076 0.049 0.546 0.54
N 0.6545 1.7364 -2.6049 0.093 0.328 1.772 -0.31
C 0.9421 2.9761 -3.0208 -0.063 0.127 0.704 0.02
V 0.2382 0.0675 -0.2834 -1.482 -0.653 1.797 1.13
H 0.9824 3.1849 -4.0793 0.072 0.095 0.106 0.22
C 1.1084 3.8009 -1.8995 -0.083 -0.312 -0.347 -0.35
H 1.3419 4.8487 -1.8998 0.014 0.090 -0.039 0.23
C 0.9038 2.9848 -0.7813 -0.302 -1.324 -1.395 -0.01
H 0.3379 0.5648 -4.5300 -0.089 -0.087 0.043 -0.02
C -1.0985 -1.9078 1.1909 0.023 -0.055 0.060 -0.83
H -0.7487 -2.2230 2.1734 0.118 0.064 -0.107 0.24
H -0.2649 -1.9924 0.4643 -0.363 -0.071 0.302 0.20
H -1.9021 -2.5731 0.8715 0.117 0.084 -0.107 0.23
N -1.1250 0.0129 -2.8303 -0.850 -0.203 1.286 -0.31
N 1.2484 -0.6830 -2.8489 0.431 -0.750 1.632 -0.32
N -1.3468 -0.1521 -1.4607 -1.571 -0.297 -2.178 -0.36
N 1.3058 -0.9806 -1.4763 1.906 -1.853 -2.910 -0.36
C -2.2696 -0.2121 -3.4887 -0.150 -0.062 0.573 0.02
C 2.0608 -1.5119 -3.5109 0.106 -0.224 0.574 0.02
H -2.2909 -0.1311 -4.5652 -0.115 -0.022 0.091 0.23
H 2.1275 -1.4447 -4.5858 0.120 -0.054 0.065 0.23
C -3.2635 -0.5276 -2.5614 0.102 -0.003 -0.116 -0.35
C 2.6790 -2.3677 -2.5962 -0.140 0.124 -0.125 -0.35
C -2.6520 -0.4843 -1.3047 1.418 0.496 -1.090 -0.02
C 2.1886 -2.0149 -1.3350 -1.091 1.421 -1.125 -0.02
H -4.2901 -0.7662 -2.7569 -0.135 -0.008 -0.130 0.23
H 3.3849 -3.1448 -2.8172 0.076 -0.070 -0.055 0.23
H -3.0365 -0.6603 -0.3120 -0.096 0.013 -0.180 0.22
H 2.3840 -2.4136 -0.3523 0.082 0.014 -0.041 0.23
H -1.4901 -0.8860 1.2918 0.178 -0.302 -0.048 0.22
Cl 0.2517 2.9410 2.9885 -0.220 -0.142 0.251 -0.02
C 0.5048 1.2975 3.6277 0.368 -0.212 -0.340 -0.29
Cl -1.0123 0.4188 3.9564 0.088 0.361 0.047 -0.02
C 1.3323 0.4755 2.6176 0.242 -0.339 -0.676 0.77
O 2.3448 -0.0650 3.0264 -0.581 0.273 -0.303 -0.60
O 0.8455 0.4252 1.4051 1.206 0.747 3.476 -0.82
H 1.0765 1.3737 4.5508 -0.259 0.025 -0.101 0.25
```
Forces are in eV/Å.

Its spin multiplicity is 4. The value obtained for the largest force on an atom is 3.94 eV/Å. As for the HOMO-LUMO gap (spin up / spin down): 7.40 / 9.85 eV. The expectation value of S² is 3.77. The HOMO energy (spin up / spin down) comes out at -6.789 / -9.273 eV.